Entry 1:
{"formula": "C26H32NO5RhS", "method": "ωB97M-V/def2-TZVPD", "multiplicity": 5, "lumo_ev": [0.40, -2.40], "energy_ha": -1949.28515, "e_homo_ev": [-7.31, -7.76], "s2": 6.023, "orbital_gap_ev": [7.714, 5.357], "elements": ["O", "C", "C", "H", "H", "C", "H", "H", "C", "H", "H", "H", "C", "H", "H", "H", "Rh", "C", "C", "C", "H", "C", "C", "H", "H", "H", "H", "C", "C", "C", "H", "C", "C", "H", "H", "H", "H", "O", "C", "C", "H", "H", "C", "H", "H", "C", "H", "H", "H", "H", "O", "C", "N", "S", "O", "O", "C", "C", "C", "C", "C", "C", "H", "H", "H", "H"], "coordinates": [[1.86, -1.21, -4.33], [1.29, -2.28, -5.19], [2.10, -1.90, -6.41], [0.21, -2.18, -5.28], [1.54, -3.27, -4.78], [2.82, -0.96, -5.43], [1.53, -1.37, -7.19], [2.72, -2.70, -6.83], [2.85, 0.49, -5.84], [1.89, 0.81, -6.25], [3.63, 0.61, -6.61], [3.12, 1.11, -4.98], [4.22, -1.46, -5.09], [4.23, -2.55, -4.96], [4.56, -0.99, -4.16], [4.91, -1.19, -5.89], [0.40, -1.52, -1.78], [1.57, -1.68, -0.13], [0.86, -2.91, -0.39], [1.20, -3.35, -1.71], [0.21, -3.44, 0.31], [2.11, -2.39, -2.26], [2.33, -1.34, -1.31], [2.96, -0.46, -1.48], [1.58, -1.12, 0.80], [0.86, -4.24, -2.24], [2.71, -2.57, -3.14], [0.38, 1.90, 1.69], [1.69, 1.63, 1.18], [1.72, 2.04, -0.18], [2.52, 1.21, 1.75], [0.45, 2.61, -0.51], [-0.37, 2.54, 0.66], [-1.38, 2.93, 0.76], [0.01, 1.66, 2.68], [2.57, 1.97, -0.86], [0.17, 3.02, -1.47], [-0.09, 2.58, -4.67], [-0.05, 1.35, -3.90], [-0.66, 0.28, -4.78], [-0.71, 1.53, -3.02], [0.96, 1.14, -3.49], [-1.87, 1.03, -5.36], [-0.90, -0.62, -4.21], [0.04, 0.06, -5.62], [-1.39, 2.50, -5.34], [-2.71, 0.82, -4.66], [-2.13, 0.73, -6.38], [-2.08, 3.18, -4.80], [-1.31, 2.89, -6.37], [-0.85, -1.20, 1.52], [-1.61, -0.68, 0.69], [-1.36, -0.59, -0.68], [-2.47, 0.31, -1.50], [-1.99, 1.66, -1.78], [-3.04, -0.48, -2.57], [-3.49, 0.52, -0.09], [-4.58, 1.38, -0.03], [-5.14, 1.66, 1.22], [-4.54, 1.12, 2.37], [-3.41, 0.30, 2.28], [-2.88, -0.01, 1.02], [-4.97, 1.81, -0.95], [-6.03, 2.30, 1.29], [-4.97, 1.36, 3.34], [-2.92, -0.11, 3.16]], "lowdin_spin": [0.03, 0.01, 0.00, 0.00, 0.00, 0.01, 0.00, 0.00, 0.00, 0.00, 0.00, 0.00, 0.00, 0.00, 0.00, 0.00, 1.94, 0.18, 0.19, 0.14, 0.02, 0.10, 0.16, 0.02, 0.02, 0.02, 0.01, 0.16, 0.31, 0.02, 0.01, 0.35, 0.11, 0.00, 0.00, -0.01, 0.01, 0.00, 0.01, 0.02, 0.00, 0.01, 0.00, 0.02, 0.00, 0.00, 0.00, 0.00, 0.00, 0.00, 0.01, 0.01, 0.05, 0.02, 0.01, 0.01, 0.00, 0.00, 0.00, 0.00, 0.00, 0.00, 0.00, 0.00, 0.00, 0.00]}


Entry 2:
{"formula": "C2HNO2S", "method": "ωB97M-V/def2-TZVPD", "lumo_ev": -1.60, "energy_ha": -680.11649, "e_homo_ev": -8.91, "orbital_gap_ev": 7.304, "elements": ["C", "C", "N", "O", "O", "S", "H"], "coordinates": [[-0.82, -1.43, 0.66], [-0.24, -0.17, 0.62], [-1.22, -2.51, 0.69], [-0.04, 0.80, 1.23], [0.79, -0.10, -0.93], [1.34, 1.35, -1.01], [0.19, 2.05, -1.27]], "mulliken_charge": [0.11, 0.71, -0.23, -0.28, -0.41, -0.02, 0.13]}


Entry 3:
{"formula": "C47H67N8O12", "method": "ωB97M-V/def2-TZVPD", "lumo_ev": -2.42, "energy_ha": -3171.64024, "e_homo_ev": -9.17, "orbital_gap_ev": 6.757, "total_charge": 1, "elements": ["C", "C", "C", "N", "C", "C", "C", "C", "C", "C", "H", "H", "H", "H", "H", "H", "H", "H", "H", "H", "H", "H", "H", "H", "H", "H", "H", "H", "H", "H", "C", "O", "N", "N", "H", "H", "H", "H", "C", "O", "N", "N", "H", "H", "H", "H", "C", "C", "C", "C", "C", "C", "O", "O", "H", "H", "H", "H", "H", "H", "C", "C", "C", "C", "C", "C", "O", "O", "H", "H", "H", "H", "H", "H", "C", "C", "C", "C", "C", "C", "O", "O", "H", "H", "H", "H", "H", "H", "C", "C", "C", "C", "C", "C", "O", "O", "H", "H", "H", "H", "H", "H", "C", "C", "C", "C", "C", "C", "O", "O", "H", "H", "H", "H", "H", "H", "C", "C", "N", "H", "H", "H", "C", "C", "N", "H", "H", "H", "C", "C", "N", "H", "H", "H"], "coordinates": [[3.01, 30.82, 9.99], [1.74, 30.06, 9.50], [0.87, 30.95, 8.58], [-0.45, 30.28, 7.96], [-1.34, 31.37, 7.24], [-2.77, 30.86, 7.02], [-3.42, 30.06, 8.21], [-2.55, 28.96, 8.70], [-1.17, 29.50, 9.11], [-0.01, 29.23, 6.88], [3.73, 30.81, 9.17], [3.39, 30.41, 10.93], [2.82, 31.86, 10.25], [1.31, 29.96, 10.50], [1.91, 29.03, 9.21], [1.51, 31.31, 7.77], [0.47, 31.79, 9.14], [-1.37, 32.21, 7.93], [-0.78, 31.63, 6.35], [-3.47, 31.67, 6.83], [-2.83, 30.26, 6.11], [-3.77, 30.72, 9.01], [-4.34, 29.68, 7.75], [-2.96, 28.40, 9.54], [-2.44, 28.26, 7.87], [-1.25, 30.24, 9.90], [-0.60, 28.65, 9.50], [-0.94, 28.89, 6.43], [0.58, 28.42, 7.31], [0.60, 29.78, 6.16], [-7.90, 36.21, -0.77], [-6.94, 36.80, -1.32], [-7.76, 35.80, 0.46], [-8.98, 35.77, -1.31], [-8.46, 35.53, 1.14], [-6.82, 35.97, 0.79], [-9.53, 35.15, -0.73], [-9.20, 35.83, -2.29], [-10.72, 32.37, 5.58], [-10.37, 33.49, 5.26], [-10.84, 31.95, 6.75], [-10.82, 31.36, 4.80], [-10.68, 32.46, 7.61], [-11.32, 31.07, 6.70], [-10.95, 31.56, 3.82], [-11.10, 30.44, 5.13], [13.85, 36.03, 7.16], [12.63, 36.31, 7.78], [12.22, 35.49, 8.77], [12.89, 34.41, 9.24], [14.11, 34.16, 8.60], [14.57, 34.94, 7.57], [15.71, 34.59, 7.00], [10.97, 35.78, 9.31], [14.18, 36.75, 6.43], [12.14, 37.22, 7.48], [12.58, 33.78, 10.05], [14.59, 33.23, 8.83], [16.39, 34.11, 7.48], [10.85, 35.39, 10.18], [0.86, 32.10, 15.74], [1.99, 31.63, 16.38], [3.12, 32.41, 16.55], [3.10, 33.71, 16.10], [1.94, 34.23, 15.42], [0.80, 33.41, 15.24], [-0.37, 33.75, 14.63], [4.27, 31.89, 17.03], [-0.04, 31.54, 15.52], [2.13, 30.60, 16.68], [4.07, 34.19, 16.10], [1.92, 35.22, 14.98], [-0.34, 34.47, 13.99], [5.10, 32.18, 16.66], [-12.48, 37.48, 12.56], [-11.35, 36.75, 12.77], [-10.28, 36.84, 11.87], [-10.33, 37.75, 10.79], [-11.53, 38.49, 10.60], [-12.61, 38.38, 11.45], [-13.66, 39.25, 11.30], [-9.13, 36.15, 12.12], [-13.32, 37.49, 13.24], [-11.28, 36.06, 13.61], [-9.54, 37.72, 10.05], [-11.62, 39.27, 9.85], [-14.39, 38.88, 11.81], [-9.31, 35.46, 12.76], [10.14, 28.06, 6.96], [11.05, 27.21, 7.65], [10.70, 25.88, 7.93], [9.44, 25.43, 7.59], [8.49, 26.32, 7.06], [8.88, 27.64, 6.69], [8.00, 28.55, 6.32], [11.55, 25.12, 8.64], [10.49, 29.06, 6.77], [12.08, 27.46, 7.87], [9.09, 24.43, 7.79], [7.48, 25.97, 6.92], [8.31, 29.29, 5.78], [11.73, 25.70, 9.38], [7.49, 25.09, 15.49], [8.65, 25.36, 14.86], [9.83, 24.84, 15.33], [9.84, 23.92, 16.31], [8.65, 23.51, 16.97], [7.51, 24.17, 16.57], [6.36, 23.88, 17.21], [10.98, 25.37, 14.77], [6.65, 25.69, 15.18], [8.67, 26.08, 14.06], [10.76, 23.47, 16.64], [8.68, 22.77, 17.75], [6.61, 23.83, 18.13], [11.76, 25.39, 15.32], [-0.02, 23.11, 13.68], [0.80, 23.32, 12.53], [1.44, 23.36, 11.54], [-1.01, 22.79, 13.39], [-0.12, 24.00, 14.31], [0.44, 22.41, 14.38], [4.79, 27.49, -0.79], [4.23, 27.96, -1.98], [3.76, 28.40, -2.97], [4.08, 27.89, -0.06], [5.72, 27.98, -0.50], [4.66, 26.41, -0.67], [3.86, 38.53, 8.26], [4.18, 38.80, 9.66], [4.36, 39.00, 10.79], [3.46, 37.56, 8.00], [4.81, 38.66, 7.74], [3.12, 39.25, 7.91]], "mulliken_charge": [-1.39, -0.35, -0.63, 0.04, -0.53, -0.72, -0.66, -0.67, -0.69, -1.01, 0.35, 0.39, 0.35, 0.28, 0.38, 0.41, 0.43, 0.40, 0.42, 0.38, 0.37, 0.33, 0.35, 0.37, 0.28, 0.48, 0.45, 0.51, 0.31, 0.37, 0.64, -0.68, -0.41, -0.36, 0.19, 0.21, 0.18, 0.22, 0.64, -0.67, -0.31, -0.39, 0.20, 0.14, 0.22, 0.16, -0.22, -0.73, 1.00, -0.88, -0.23, 0.15, -0.54, -0.55, 0.39, 0.39, 0.31, 0.31, 0.32, 0.28, -0.44, -0.43, 0.52, -0.50, -0.60, 0.57, -0.54, -0.56, 0.38, 0.36, 0.29, 0.31, 0.31, 0.32, -0.40, -0.65, 0.87, -0.71, -0.26, 0.37, -0.51, -0.53, 0.26, 0.26, 0.37, 0.37, 0.29, 0.28, -0.38, -0.52, 0.29, -0.50, -0.54, 0.59, -0.52, -0.55, 0.29, 0.39, 0.39, 0.39, 0.32, 0.34, -0.65, -0.25, 0.28, -0.30, -0.61, 0.55, -0.54, -0.55, 0.37, 0.37, 0.33, 0.39, 0.31, 0.31, -0.76, 0.36, -0.38, 0.25, 0.27, 0.26, -0.75, 0.33, -0.37, 0.24, 0.28, 0.27, -0.71, 0.30, -0.34, 0.26, 0.24, 0.25]}